No. 1
The following is a quantum chemistry calculation of an isolated ion of composition C3H5N2O3 and charge -1, from OMol25.

ORCA input file:
```
! wB97M-V def2-TZVPD RIJCOSX def2/J DEFGRID3
* xyz -1 1
O 2.23 -1.05 -1.17
O 0.21 1.72 -0.67
O 2.88 0.48 0.40
N -0.46 -0.72 -0.57
N -0.24 -1.74 0.41
C 2.10 -0.09 -0.39
C 0.11 1.40 0.69
C 0.59 0.45 -0.36
H -0.86 0.94 1.05
H 0.84 1.90 1.46
H -0.25 -1.05 -1.44
H -0.17 -1.21 1.28
H 0.64 -2.26 0.35
*
```

Calculated values
- energy above the lowest of the compared OMol25 structures with the same formula, charge and spin (eV) = 4.135
- SMILES string = NN[C@]1(C(=O)[O-])CO1
- orbital gap (hartree) = 0.30629
- LUMO energy (eV) = 4.210
- total energy (Ha) = -452.51533



No. 2
The following is a quantum chemistry calculation of C2H3N3O in the gas phase, from OMol25.

ORCA input file:
```
! wB97M-V def2-TZVPD RIJCOSX def2/J DEFGRID3
* xyz 0 1
O -1.80 -0.99 0.02
N 1.53 -0.17 -0.03
N -1.96 0.31 0.06
N -0.46 -1.28 -0.10
C -0.81 0.90 -0.06
C 0.21 -0.19 -0.05
H -0.78 2.02 -0.36
H 2.06 -1.03 -0.06
H 2.01 0.43 0.58
*
```

Calculated values
- energy above the lowest of the compared OMol25 structures with the same formula, charge and spin (eV) = 2.958
- SMILES string = Nc1cnon1
- orbital gap (hartree) = 0.38386
- LUMO energy (eV) = 0.844
- total energy (Ha) = -317.42362



No. 3
The following is a quantum chemistry calculation of C3N2S in the gas phase, from OMol25.

ORCA input file:
```
! wB97M-V def2-TZVPD RIJCOSX def2/J DEFGRID3
* xyz 0 1
S -0.01 2.07 0.00
N -2.19 -0.94 0.00
N 2.20 -0.93 0.00
C -1.22 -0.33 0.00
C 1.22 -0.33 0.00
C 0.00 0.46 0.00
*
```

Calculated values
- energy above the lowest of the compared OMol25 structures with the same formula, charge and spin (eV) = 0.000
- SMILES string = N#CC(=S)C#N
- orbital gap (hartree) = 0.29170
- LUMO energy (eV) = -2.846
- total energy (Ha) = -621.95159